(i)
A molecular structure, C8H16N3O2. Source: the Open Molecules 2025 dataset; level of theory: wB97M-V/def2-TZVPD.

```
! wB97M-V def2-TZVPD RIJCOSX def2/J DEFGRID3
* xyz 1 1
O 0.751 -1.363 -0.318
O 1.473 0.770 -0.103
N -0.659 -2.795 1.545
N -1.252 1.698 -0.029
N -0.187 0.219 2.014
C -0.968 0.366 -0.222
C -0.580 -1.735 1.000
C -2.506 2.074 -0.751
C 2.529 -0.064 0.491
C 2.100 -1.486 0.018
C 0.496 0.158 -2.249
C -1.108 -0.397 1.119
C 0.456 -0.084 -0.733
H -0.048 0.001 2.961
H 2.361 0.094 1.644
H 1.466 -0.199 -2.683
H -1.802 -0.049 -1.038
H 2.367 -2.286 0.740
H 0.170 1.056 1.750
H 3.510 0.253 0.105
H -2.285 1.952 -1.795
H -0.360 -0.341 -2.747
H -2.833 3.066 -0.530
H -0.666 2.450 0.339
H 2.713 -1.673 -0.769
H -3.303 1.430 -0.426
H 0.396 1.180 -2.383
H -2.145 -0.623 1.459
H -0.086 -3.672 1.589
*
```

As for the frontier orbital gap: 8.91 eV. The value obtained for the LUMO energy is -3.284 eV. The HOMO energy comes out at -12.19 eV.

Results of the natural (NBO) charge analysis, in e, for atoms 1 through 5: number 1, O, carries -0.46; number 2, O, carries -0.56; number 3, N, carries -0.54; number 4, N, carries -0.69; number 5, N, carries -0.82



(ii)
A gas-phase ion, C8H16N3O2 (charge +1). Source: the Open Molecules 2025 dataset; level of theory: wB97M-V/def2-TZVPD.

```
! wB97M-V def2-TZVPD RIJCOSX def2/J DEFGRID3
* xyz 1 1
O 3.633 -0.029 -1.660
O -0.384 0.439 -1.669
N -3.571 0.304 0.136
N 1.973 0.164 -0.040
N -1.473 1.227 1.003
C 3.151 -0.232 -0.474
C -1.384 -0.193 1.077
C 4.185 -0.832 0.532
C -1.578 0.540 -1.398
C -0.017 -0.872 0.938
C -2.145 0.531 -0.057
C -2.457 0.550 -2.547
C 1.204 0.070 1.159
H 1.869 -0.419 1.974
H 4.738 -1.707 0.054
H -2.344 1.630 -2.761
H 1.353 0.635 -0.696
H 4.871 -0.050 0.878
H 3.517 -1.157 1.296
H -4.066 1.172 0.117
H -0.245 -1.715 1.709
H -3.486 0.425 -2.314
H -2.075 1.687 1.693
H -2.053 -0.803 1.841
H 0.144 -1.350 -0.098
H -4.016 -0.388 -0.456
H 3.044 0.310 -2.305
H 1.076 1.127 1.499
H -2.088 0.078 -3.424
*
```

As for the frontier orbital gap: 9.47 eV. The value obtained for the LUMO energy is -2.949 eV. The SMILES is CC(=O)[C@]1(N)N[C@@H]1CC/[NH+]=C(\C)O. The HOMO energy comes out at -12.42 eV.

Results of the natural (NBO) charge analysis, in e, for atoms 1 through 5: number 1, O, carries -0.59; number 2, O, carries -0.64; number 3, N, carries -0.84; number 4, N, carries -0.52; number 5, N, carries -0.59



Which structure is most stable, and how do the rest compare? From most to least stable: (ii), (i).



(i)
2 unconnected molecules or ions with the total composition C5H12O2. Source: the Open Molecules 2025 dataset; level of theory: wB97M-V/def2-TZVPD.

```
! wB97M-V def2-TZVPD RIJCOSX def2/J DEFGRID3
* xyz 1 2
O -2.542 -1.817 -0.998
O 1.393 1.013 0.706
C -1.671 -1.811 -1.804
C -0.225 0.968 2.511
C 0.662 -1.160 -1.477
C 0.702 1.819 1.675
C -0.691 -0.679 -1.989
H 1.005 -2.067 -1.978
H -1.516 -2.712 -2.435
H 1.435 2.314 2.308
H -1.065 0.210 -1.482
H -0.970 0.433 1.921
H 1.387 -0.355 -1.579
H 0.347 0.213 3.058
H -0.713 1.586 3.262
H 0.105 2.559 1.133
H 2.304 1.316 0.629
H -0.624 -0.423 -3.049
H 0.677 -1.411 -0.414
*
```

As for the frontier orbital gap (spin up / spin down): 7.55 / 3.69 eV. The value obtained for the LUMO energy (spin up / spin down) is -5.830 / -9.693 eV. The HOMO energy (spin up / spin down) comes out at -13.38 / -13.38 eV.

Results of the natural (NBO) charge analysis, in e, for atoms 1 through 5: number 1, O, carries -0.03; number 2, O, carries -0.77; number 3, C, carries 0.46; number 4, C, carries -0.63; number 5, C, carries -0.61



(ii)
2 unconnected molecules or ions with the total composition C5H12O2. Source: the Open Molecules 2025 dataset; level of theory: wB97M-V/def2-TZVPD.

```
! wB97M-V def2-TZVPD RIJCOSX def2/J DEFGRID3
* xyz 1 2
O 0.291 -2.416 -1.562
O -1.849 1.546 -0.966
C 2.281 -0.318 1.288
C 0.024 0.894 1.383
C -0.798 -0.111 0.519
C -1.077 0.375 -0.882
C 1.456 0.809 1.039
H -2.670 1.239 -0.590
H -1.525 -0.473 -1.553
H -0.354 -1.153 0.396
H -0.362 1.847 1.092
H -1.709 -0.363 0.879
H 0.878 -2.530 -2.369
H 1.930 1.728 0.664
H 3.320 -0.135 1.349
H -0.173 -3.276 -1.498
H -0.097 0.657 -1.293
H -0.144 0.672 2.408
H 2.050 -1.143 0.659
*
```

As for the frontier orbital gap (spin up / spin down): 7.81 / 5.89 eV. The value obtained for the LUMO energy (spin up / spin down) is -6.179 / -8.095 eV. The HOMO energy (spin up / spin down) comes out at -13.99 / -13.99 eV.

Results of the natural (NBO) charge analysis, in e, for atoms 1 through 5: number 1, O, carries -0.97; number 2, O, carries -0.69; number 3, C, carries -0.14; number 4, C, carries -0.53; number 5, C, carries -0.41



Which structure is most stable, and how do the rest compare? From most to least stable: (i), (ii).



(i)
C11H18SSi in the gas phase. Source: the Open Molecules 2025 dataset; level of theory: wB97M-V/def2-TZVPD.

```
! wB97M-V def2-TZVPD RIJCOSX def2/J DEFGRID3
* xyz 0 1
S -2.500 -2.017 -3.601
Si 1.266 1.173 1.588
C 0.478 2.897 1.261
C -1.336 -0.109 -2.057
C 0.653 -0.350 -0.707
C 0.659 -1.688 -0.924
C -1.308 -1.514 -2.333
C -3.808 -2.338 -2.481
C 1.788 0.208 0.058
C 0.195 0.019 2.589
C 2.798 1.630 2.535
C -0.306 -2.268 -1.744
C -0.268 0.454 -1.404
H -0.651 2.855 1.430
H -4.717 -2.704 -2.891
H 2.442 -0.572 0.479
H 0.710 -0.914 2.715
H -0.795 -0.325 2.418
H 0.144 0.477 3.539
H -4.024 -1.398 -1.990
H -3.526 -3.034 -1.680
H -0.216 1.536 -1.391
H 1.042 3.739 1.787
H 2.579 1.500 3.585
H 0.538 3.094 0.190
H 1.469 -2.316 -0.571
H -0.122 -3.286 -1.974
H -2.191 0.459 -2.424
H 2.888 2.762 2.500
H 3.645 1.259 2.132
H 2.470 0.771 -0.634
*
```

As for the frontier orbital gap: 9.39 eV. The value obtained for the LUMO energy is 0.828 eV. The SMILES is CSc1ccc(C[Si](C)(C)C)cc1. The HOMO energy comes out at -8.56 eV.

Results of the natural (NBO) charge analysis, in e, for atoms 1 through 5: number 1, S, carries 0.24; number 2, Si, carries 1.64; number 3, C, carries -1.11; number 4, C, carries -0.20; number 5, C, carries -0.01



(ii)
C11H18SSi in the gas phase. Source: the Open Molecules 2025 dataset; level of theory: wB97M-V/def2-TZVPD.

```
! wB97M-V def2-TZVPD RIJCOSX def2/J DEFGRID3
* xyz 0 1
S 0.736 1.691 -2.552
Si 1.990 0.090 -0.118
C -1.883 0.558 1.106
C -3.300 0.644 -0.602
C 1.694 -0.408 1.697
C 0.446 0.736 -1.206
C -3.608 -0.512 0.089
C -2.291 -0.863 0.741
C -1.025 -0.027 -1.083
C 2.728 -1.358 -1.069
C -1.881 1.042 -0.289
C -1.278 -1.330 -0.258
C 2.968 1.779 0.085
H -2.374 -1.586 1.634
H 0.670 -0.490 2.045
H 2.352 -2.330 -1.005
H 3.509 1.798 0.988
H 3.749 -1.400 -0.546
H 1.927 -1.471 1.681
H -0.881 0.643 1.483
H -4.467 -1.080 0.317
H -2.626 1.073 1.721
H 3.662 1.843 -0.786
H 3.102 -1.150 -2.039
H -3.750 1.374 -1.244
H -1.680 2.112 -0.467
H 2.333 2.571 0.063
H 2.390 -0.001 2.367
H -0.401 -1.593 0.266
H -1.232 -0.283 -2.107
H -1.578 -2.074 -0.912
*
```

As for the frontier orbital gap: 7.79 eV. The value obtained for the LUMO energy is -0.215 eV. The SMILES is C[Si](C)(C)C(=S)[C@H]1C[C@@H]2C=C[C@H]1C2. The HOMO energy comes out at -8.00 eV.

Results of the natural (NBO) charge analysis, in e, for atoms 1 through 5: number 1, S, carries 0.01; number 2, Si, carries 1.56; number 3, C, carries -0.39; number 4, C, carries -0.17; number 5, C, carries -1.11



Which structure is most stable, and how do the rest compare? From most to least stable: (i), (ii).



(i)
2 unconnected molecules or ions with the total composition C3H7O3S2. Source: the Open Molecules 2025 dataset; level of theory: wB97M-V/def2-TZVPD.

```
! wB97M-V def2-TZVPD RIJCOSX def2/J DEFGRID3
* xyz -1 1
S -0.465 1.023 -1.932
S 0.802 1.631 -0.626
O 1.143 -2.394 1.306
O -2.936 -0.149 -0.065
O -1.015 -1.624 1.215
C 0.243 -1.577 1.286
C 1.645 0.274 0.196
C 0.941 -0.161 1.451
H 0.102 0.439 1.833
H 1.732 -0.324 2.275
H -3.001 0.250 0.841
H 2.539 0.849 0.589
H 1.980 -0.527 -0.589
H -1.110 -0.210 -1.489
H -2.152 -0.818 0.225
*
```

As for the frontier orbital gap: 7.50 eV. The value obtained for the LUMO energy is 3.256 eV. The HOMO energy comes out at -4.24 eV.

Results of the natural (NBO) charge analysis, in e, for atoms 1 through 5: number 1, S, carries -0.21; number 2, S, carries 0.06; number 3, O, carries -0.74; number 4, O, carries -1.02; number 5, O, carries -0.82



(ii)
2 unconnected molecules or ions with the total composition C3H7O3S2. Source: the Open Molecules 2025 dataset; level of theory: wB97M-V/def2-TZVPD.

```
! wB97M-V def2-TZVPD RIJCOSX def2/J DEFGRID3
* xyz -1 1
S 0.460 0.726 -2.392
S 2.245 -0.187 -1.922
O -3.974 0.601 -0.287
O -0.550 -0.606 2.111
O -1.047 -0.618 -0.033
C -0.202 -0.342 0.986
C 1.170 0.226 0.728
C 2.085 -0.663 -0.108
H -3.140 0.358 0.147
H 3.098 -0.732 0.274
H 1.114 1.214 0.241
H -0.574 -0.278 -0.865
H 1.684 -1.653 -0.243
H -3.905 1.561 -0.371
H 1.536 0.392 1.736
*
```

As for the frontier orbital gap: 6.45 eV. The value obtained for the LUMO energy is 3.417 eV. The HOMO energy comes out at -3.03 eV.

Results of the natural (NBO) charge analysis, in e, for atoms 1 through 5: number 1, S, carries -0.69; number 2, S, carries -0.04; number 3, O, carries -0.95; number 4, O, carries -0.63; number 5, O, carries -0.75



Which structure is most stable, and how do the rest compare? From most to least stable: (ii), (i).



(i)
A gas-phase ion, C3H8ClN2 (charge +1). Source: the Open Molecules 2025 dataset; level of theory: wB97M-V/def2-TZVPD.

```
! wB97M-V def2-TZVPD RIJCOSX def2/J DEFGRID3
* xyz 1 1
Cl 2.390 1.438 -0.470
N 0.785 -1.315 0.878
N -0.033 0.634 -0.574
C 0.089 -0.017 0.724
C 0.843 1.394 -1.194
C -1.458 0.593 -0.991
H 1.230 -1.567 1.798
H -1.036 -0.351 0.968
H -1.617 1.408 -1.853
H -2.072 0.869 -0.170
H 0.282 -2.119 0.552
H 0.608 0.617 1.389
H 1.703 -1.304 0.375
H -1.715 -0.280 -1.432
*
```

As for the frontier orbital gap: 8.48 eV. The value obtained for the LUMO energy is -4.249 eV. The HOMO energy comes out at -12.73 eV.

Results of the natural (NBO) charge analysis, in e, for atoms 1 through 5: number 1, Cl, carries -0.01; number 2, N, carries -0.70; number 3, N, carries -0.46; number 4, C, carries -0.08; number 5, C, carries 0.12



(ii)
2 unconnected molecules or ions with the total composition C3H8ClN2. Source: the Open Molecules 2025 dataset; level of theory: wB97M-V/def2-TZVPD.

```
! wB97M-V def2-TZVPD RIJCOSX def2/J DEFGRID3
* xyz 1 1
Cl -0.154 -2.054 2.779
N 1.494 -0.077 0.316
N -1.520 -1.352 0.782
C -0.354 -1.386 1.328
C 1.077 0.576 -0.851
C -0.168 1.453 -0.703
H -0.981 0.792 -0.989
H 0.928 0.053 -1.831
H -2.298 -1.681 1.392
H 2.129 1.237 -1.016
H -0.507 1.662 0.343
H 2.085 -0.822 0.011
H -0.113 2.416 -1.401
H -1.618 -0.816 -0.162
*
```

As for the frontier orbital gap (spin up / spin down): 7.58 / 9.15 eV. The value obtained for the LUMO energy (spin up / spin down) is -6.525 / -5.460 eV. The HOMO energy (spin up / spin down) comes out at -14.11 / -14.61 eV.

Results of the natural (NBO) charge analysis, in e, for atoms 1 through 5: number 1, Cl, carries 0.22; number 2, N, carries -0.33; number 3, N, carries -0.74; number 4, C, carries 0.31; number 5, C, carries -0.31



Which structure is most stable, and how do the rest compare? From most to least stable: (i), (ii).



(i)
A molecular structure, C7H10N. Source: the Open Molecules 2025 dataset; level of theory: wB97M-V/def2-TZVPD.

```
! wB97M-V def2-TZVPD RIJCOSX def2/J DEFGRID3
* xyz 1 1
N -0.849 -1.882 -0.780
C 0.098 -1.019 -0.690
C 0.585 1.823 -0.928
C 1.902 2.133 -0.768
C -1.623 -2.679 -0.792
C -0.666 -0.606 1.827
C -0.361 0.830 -0.318
C 0.194 -0.237 0.644
H 1.190 -0.111 0.982
H 2.686 1.459 -0.362
H 0.121 2.676 -1.497
H -0.531 -1.607 2.377
H -2.366 -3.460 -0.882
H 2.131 3.112 -1.091
H 0.934 -1.178 -1.403
H -0.369 0.275 2.549
H -1.696 -0.746 1.521
H -1.380 1.216 -0.389
*
```

As for the frontier orbital gap: 8.12 eV. The value obtained for the LUMO energy is -4.714 eV. The HOMO energy comes out at -12.84 eV.

Results of the natural (NBO) charge analysis, in e, for atoms 1 through 5: number 1, N, carries -0.18; number 2, C, carries -0.15; number 3, C, carries -0.29; number 4, C, carries -0.28; number 5, C, carries 0.35



(ii)
A gas-phase ion, C7H10N (charge +1). Source: the Open Molecules 2025 dataset; level of theory: wB97M-V/def2-TZVPD.

```
! wB97M-V def2-TZVPD RIJCOSX def2/J DEFGRID3
* xyz 1 1
N 0.277 -2.294 0.362
C -0.781 0.696 -0.061
C 0.436 0.009 -0.071
C -1.027 1.853 0.747
C -0.088 2.676 1.250
C 0.203 -2.252 -1.068
C 0.351 -1.256 0.973
C 0.577 -0.813 -1.415
H 0.982 -2.848 -1.406
H -0.762 -2.650 -1.133
H 1.217 0.648 0.355
H -2.052 1.936 1.131
H 0.501 -0.976 2.072
H -1.640 0.088 -0.400
H -0.247 -0.374 -2.042
H 0.949 2.731 0.928
H -0.441 3.464 1.836
H 1.546 -0.640 -2.057
*
```

As for the frontier orbital gap (spin up / spin down): 7.52 / 7.52 eV. The value obtained for the LUMO energy (spin up / spin down) is -6.650 / -6.651 eV. The HOMO energy (spin up / spin down) comes out at -14.17 / -14.17 eV.

Results of the natural (NBO) charge analysis, in e, for atoms 1 through 5: number 1, N, carries -0.27; number 2, C, carries 0.20; number 3, C, carries -0.40; number 4, C, carries -0.33; number 5, C, carries -0.12



Which structure is most stable, and how do the rest compare? From most to least stable: (ii), (i).